15
Properties=species:S:1:pos:R:3:forces:R:3:nbo_charge:R:1 method="wB97M-V/def2-TZVPD" energy_ev=-10772.738 max_force_ev_per_a=13.5 orbital_gap_ev=10.26
C -0.124882 -0.806005 0.966163 1.22 -1.74 3.84 -0.226
C 1.135421 -1.336518 0.196551 -3.57 2.02 -4.89 -0.575
C 1.891765 -0.187978 -0.130853 5.25 10.95 -5.89 0.249
C -1.197925 1.018089 -0.086810 -2.05 6.34 1.87 0.217
H -2.449751 -1.154085 -0.999989 -1.52 -0.49 0.31 0.477
H 0.304974 0.191366 1.464796 -1.12 -3.11 0.49 0.215
H -0.456585 -1.725427 1.643353 0.67 2.43 -0.81 0.230
H 0.681202 -1.472227 -0.926847 1.00 -0.53 2.38 0.299
H 1.807106 -2.117164 0.359705 0.14 -1.79 1.34 0.275
H -2.201020 1.478502 -0.457919 1.77 -1.42 -0.23 0.198
H 0.388116 1.404954 0.923246 -2.06 2.81 -1.87 0.292
N -1.315508 -0.250924 0.400824 0.12 -2.67 -4.04 -0.172
N 2.340239 0.891023 -0.681017 -3.54 -9.42 5.17 -0.314
N -0.432846 1.968365 0.340113 1.98 -3.43 0.72 -0.552
O -1.555439 -0.873838 -1.012011 1.72 0.04 1.62 -0.612

***

49
Properties=species:S:1:pos:R:3:forces:R:3:nbo_charge:R:1 method="wB97M-V/def2-TZVPD" energy_ev=-31722.088 max_force_ev_per_a=4.7 smiles="COc1cc(N)c(C2=NN(C(=O)CCc3ccccc3)CC2)cc1OC" orbital_gap_ev=8.08
O 1.962401 1.990420 2.705626 -0.22 0.57 -1.06 -0.563
N 1.319362 0.432556 0.480048 1.34 0.85 -0.93 -0.259
O -0.676181 -1.498558 -4.848709 -1.37 -0.08 -1.49 -0.541
O 1.871810 -0.286723 -6.026426 -3.18 0.93 1.75 -0.526
C 1.312922 0.984238 2.835047 1.56 -0.78 0.10 0.685
C 0.657845 -0.167242 -0.435866 -2.31 -0.79 1.76 0.249
C -3.760033 0.162575 3.843982 0.08 -1.56 1.08 -0.220
C -3.124557 -0.676306 4.770966 -0.28 -0.34 -0.66 -0.201
C -3.118515 1.264041 3.380924 -3.78 -0.06 -2.29 -0.225
C 0.084852 -0.929665 -2.671813 2.56 2.37 -3.09 -0.185
C 2.387957 0.232888 -3.819975 -0.83 -1.28 0.44 -0.333
C -1.854159 -0.391194 5.230100 -0.03 2.65 -1.53 -0.226
C -1.917995 1.624784 3.779109 2.41 -0.05 1.79 -0.197
C 0.257875 -0.880917 -4.058895 0.41 -0.50 -0.91 0.206
C 1.485414 -0.405394 -4.654669 0.35 1.29 0.36 0.285
C 0.915514 -0.187189 -1.850812 1.00 -0.58 0.07 -0.218
C 2.078473 0.351020 -2.402509 0.71 0.14 -3.17 0.318
C -1.248752 0.840162 4.718668 1.34 -0.93 1.04 -0.006
N 2.933800 1.102235 -1.684456 -1.08 0.65 2.29 -0.798
N 0.887627 0.168809 1.743416 -0.27 0.19 1.16 -0.312
C -1.931841 -0.776685 -5.154782 -0.01 -0.23 0.83 -0.253
C 2.791708 -1.199158 -6.474257 0.31 -1.53 1.64 -0.228
C 1.272165 0.490844 4.302564 0.72 0.01 -0.27 -0.472
C -0.595035 -0.930287 0.175363 3.63 0.24 2.95 -0.460
C 0.206432 1.255415 5.072479 -0.51 -0.14 -0.23 -0.425
C -0.462778 -0.337041 1.692985 -1.15 -2.62 -1.00 -0.230
H -4.730227 -0.110023 3.495868 -0.52 -0.07 -0.29 0.213
H -3.578328 -1.640655 5.011483 -0.05 0.42 0.24 0.212
H -3.611844 1.810301 2.572506 0.07 0.14 0.34 0.209
H -0.655683 -1.509369 -2.324252 -2.82 -1.69 1.24 0.212
H 3.308192 0.514433 -4.399849 -0.72 0.32 1.49 0.229
H -1.443974 -1.087192 5.929359 0.83 0.07 0.30 0.221
H -1.563372 2.516408 3.318625 1.06 0.53 0.14 0.216
H 3.446544 1.695399 -2.298859 0.40 0.76 0.29 0.379
H 2.350845 1.508375 -0.901800 1.94 0.00 -0.67 0.419
H -2.455882 -1.088384 -6.105763 1.04 -0.49 1.11 0.201
H -2.607663 -0.938705 -4.264744 0.47 0.34 -1.06 0.175
H -1.760561 0.292282 -5.317598 0.27 -0.07 0.39 0.184
H 2.826915 -1.113446 -7.518998 0.18 0.01 -1.46 0.191
H 3.762342 -0.967749 -6.029398 0.30 -0.37 -0.13 0.157
H 2.441100 -2.202109 -6.165252 0.60 0.08 -0.38 0.174
H 2.307270 0.734729 4.741338 -1.54 -0.12 -0.88 0.243
H 1.174524 -0.569501 4.422443 -0.37 -0.76 -0.18 0.209
H -1.512186 -0.790116 -0.287219 -1.66 0.67 -0.77 0.221
H -0.410524 -2.015452 0.238140 0.09 0.29 -0.30 0.216
H 0.430630 1.082351 6.119678 -0.27 0.29 0.31 0.217
H 0.408618 2.303866 4.787338 -0.49 -0.24 0.57 0.227
H -0.699742 -1.101071 2.487869 0.49 0.62 -0.85 0.217
H -1.163302 0.441998 1.840983 -0.70 0.84 -0.10 0.194

***

39
Properties=species:S:1:pos:R:3:forces:R:3:nbo_charge:R:1 method="wB97M-V/def2-TZVPD" energy_ev=-27039.141 max_force_ev_per_a=0.4 orbital_gap_ev=10.97
O -33.390150 -19.884540 4.126700 -0.03 -0.25 0.03 -0.938
H -32.587660 -19.416080 3.896950 0.25 0.11 -0.07 0.470
H -34.061930 -19.203920 4.167920 -0.20 0.16 0.02 0.469
O -34.237020 -15.164580 0.439050 -0.12 -0.13 0.19 -0.940
H -34.728130 -14.830720 -0.311670 -0.15 0.10 -0.16 0.467
H -33.336900 -15.240500 0.122440 0.35 0.04 -0.05 0.473
O -30.149840 -22.620590 -1.920870 0.10 -0.01 -0.22 -0.941
H -30.104430 -23.387120 -1.349390 0.02 -0.23 0.11 0.467
H -30.403260 -21.903040 -1.340240 -0.12 0.32 0.13 0.474
O -26.511990 -13.721330 1.192770 0.30 0.03 -0.26 -0.950
H -27.225270 -14.268470 0.863980 -0.24 -0.15 -0.02 0.470
H -26.796780 -13.455650 2.067150 -0.15 0.04 0.32 0.480
O -23.959730 -21.153260 2.974180 0.19 -0.18 0.10 -0.943
H -24.778550 -21.292320 2.498340 -0.26 -0.06 -0.21 0.474
H -23.948020 -20.214850 3.162560 0.02 0.27 0.07 0.470
O -26.822660 -20.600090 0.359060 -0.09 -0.06 0.35 -0.954
H -26.334930 -19.821910 0.089260 0.24 0.32 -0.09 0.480
H -27.073320 -21.022940 -0.462280 -0.09 -0.17 -0.21 0.475
O -28.387660 -13.655850 4.634060 0.01 0.24 -0.19 -0.942
H -28.806130 -14.499850 4.803770 -0.14 -0.28 -0.05 0.475
H -27.646160 -13.629730 5.238800 0.19 0.03 0.15 0.467
O -31.888060 -19.351140 -0.567950 0.32 -0.11 0.09 -0.947
H -32.722740 -19.772160 -0.362320 -0.23 -0.14 0.10 0.475
H -32.131940 -18.538150 -1.010450 -0.04 0.22 -0.14 0.472
O -27.823390 -17.831930 7.032490 0.26 0.09 -0.18 -0.944
H -28.672120 -18.263770 6.935440 -0.21 -0.16 -0.10 0.475
H -27.922730 -17.278920 7.807440 0.01 0.12 0.23 0.469
O -25.021460 -16.940910 4.413130 0.02 -0.06 -0.27 -0.946
H -24.340480 -16.350770 4.735980 0.22 0.13 0.02 0.468
H -25.603280 -17.068680 5.162390 -0.29 -0.15 0.23 0.478
O -24.707600 -17.233120 0.007940 -0.04 -0.36 -0.13 -0.950
H -25.028330 -16.959870 0.867410 -0.06 0.13 0.34 0.478
H -24.655860 -16.422130 -0.497870 0.03 0.22 -0.12 0.472
O -29.219970 -17.792710 2.414920 -0.07 0.26 0.20 -0.948
H -29.779440 -18.115940 1.708710 -0.18 -0.10 -0.25 0.474
H -28.567320 -18.481900 2.538590 0.23 -0.20 0.01 0.474
O -30.337700 -14.748910 -1.099650 -0.22 -0.11 0.17 -0.943
H -30.038490 -13.874200 -1.347810 0.04 0.28 -0.03 0.473
H -29.778980 -15.344360 -1.599160 0.14 -0.19 -0.12 0.470